Record 1
# C54H62BaN14O3S2Se2

A molecular structure, C54H62BaN14O3S2Se2 (ωB97M-V/def2-TZVPD, the OMol25 dataset).

XYZ file:
```
138
Properties=species:S:1:pos:R:3:forces:R:3
Ba -1.402378 -0.567119 0.080858 1.483 1.848 0.939
C -3.350751 -1.667147 -2.670331 0.048 0.037 -0.031
C -2.036505 -1.383207 -3.394255 0.030 -0.163 0.206
N -0.849682 -1.464296 -2.527189 -0.036 -0.410 -0.486
C -0.231071 -2.788250 -2.459294 -0.202 -0.017 0.093
C -0.969832 -3.742417 -1.542116 -0.051 0.013 -0.069
C -0.997555 -5.108600 -1.779668 0.005 -0.032 0.037
C -1.650939 -5.924499 -0.869071 0.000 0.006 -0.015
C -2.268518 -5.358684 0.235001 0.036 -0.013 0.053
C -2.201651 -3.983269 0.400084 -0.075 0.046 -0.095
C -2.869697 -3.247279 1.544335 0.051 0.042 -0.111
N -3.443121 -1.999353 1.045084 -0.789 -0.551 0.292
C -4.593437 -2.181280 0.156130 0.047 0.131 -0.125
C -4.753232 -0.968612 -0.756257 -0.009 -0.084 0.081
N -3.547074 -0.730107 -1.564473 -0.537 0.013 -0.424
N -1.558863 -3.205948 -0.475534 -0.198 -0.580 -0.199
H -3.336799 -2.682880 -2.275297 -0.054 0.009 0.022
H -4.167256 -1.618342 -3.405627 -0.017 -0.012 0.004
H -2.087261 -0.368605 -3.789060 0.030 0.011 -0.054
H -1.949935 -2.062802 -4.252590 -0.007 0.004 -0.026
H -0.161074 -0.797745 -2.863428 -0.031 0.095 0.061
H 0.776162 -2.673406 -2.044618 0.005 0.036 -0.019
H -0.137359 -3.251714 -3.450194 0.034 -0.020 -0.019
H -0.518768 -5.521364 -2.657962 -0.012 0.005 -0.012
H -1.694860 -6.994103 -1.029694 0.007 -0.004 0.008
H -2.802036 -5.966907 0.952975 -0.008 -0.003 -0.004
H -2.105974 -2.990901 2.287967 -0.047 0.010 0.040
H -3.599811 -3.899469 2.037884 0.006 -0.043 -0.020
H -3.686926 -1.397321 1.834825 0.175 0.049 -0.060
H -5.530108 -2.332054 0.705285 0.010 -0.041 0.018
H -4.430960 -3.079096 -0.445924 -0.001 -0.021 0.032
H -4.901471 -0.077141 -0.140536 0.018 0.019 -0.046
H -5.645590 -1.102895 -1.383441 0.004 -0.006 0.002
H -3.615206 0.218828 -1.933300 0.025 -0.056 0.054
S 2.460754 -0.745715 0.858913 0.008 -0.119 0.092
C 3.381080 -2.110559 0.969484 0.011 0.141 0.011
N 4.715390 -2.134762 0.829800 0.014 -0.114 0.022
C 5.446893 -3.385265 0.988778 -0.023 -0.008 0.012
C 4.879668 -4.118669 2.173287 -0.004 0.018 -0.004
N 3.461812 -4.356126 1.919466 0.128 0.071 0.008
C 2.945352 -5.656954 2.333917 -0.029 -0.031 0.093
C 3.432942 -6.758393 1.426492 0.035 -0.022 -0.005
C 4.225133 -7.785586 1.922153 -0.011 -0.022 0.003
C 4.692236 -8.787930 1.080666 0.003 -0.011 -0.016
C 4.375156 -8.763071 -0.267866 -0.013 0.017 0.008
C 3.584134 -7.736375 -0.771180 0.016 -0.001 0.012
C 3.113591 -6.740915 0.069623 -0.025 0.016 -0.041
C 2.716768 -3.453232 1.274218 -0.191 0.051 -0.002
S 1.139284 -3.690172 0.842649 0.060 -0.069 -0.046
C 5.519439 -0.922006 0.671946 0.014 0.019 -0.064
C 6.198083 -0.554299 1.968653 0.008 0.000 0.001
C 7.567729 -0.724707 2.127454 0.013 0.019 -0.002
C 8.182618 -0.421465 3.336059 -0.005 0.004 0.010
C 7.426392 0.051537 4.396606 -0.006 0.003 -0.017
C 6.055538 0.225721 4.244474 0.012 -0.006 -0.005
C 5.443693 -0.072752 3.037809 -0.013 -0.014 0.021
H 6.498882 -3.156241 1.145775 -0.009 0.030 0.028
H 5.350554 -4.002555 0.089825 0.040 0.017 -0.018
H 5.014673 -3.530092 3.085989 -0.001 -0.025 0.019
H 5.370980 -5.083033 2.297990 -0.026 -0.016 -0.022
H 1.859628 -5.594578 2.335108 0.000 0.001 0.003
H 3.287834 -5.837367 3.355415 -0.009 0.012 0.004
H 4.476151 -7.807985 2.976861 0.000 0.009 0.001
H 5.305980 -9.584836 1.479819 0.004 0.001 0.004
H 4.741207 -9.539705 -0.926313 -0.001 -0.005 -0.003
H 3.331386 -7.713866 -1.823501 -0.001 -0.009 -0.005
H 2.485859 -5.945479 -0.317841 0.024 -0.020 0.019
H 4.855962 -0.130231 0.332570 0.006 0.001 0.001
H 6.265102 -1.113308 -0.102622 -0.004 -0.013 -0.012
H 8.163933 -1.087265 1.296843 -0.006 0.004 -0.007
H 9.251292 -0.552212 3.446014 0.002 -0.004 -0.002
H 7.902628 0.290628 5.338343 0.000 0.000 0.004
H 5.461818 0.602270 5.067154 0.001 0.001 0.004
H 4.376280 0.069462 2.916454 0.009 -0.004 -0.006
O -4.248009 1.499972 4.783525 0.050 0.011 0.052
C -4.169289 2.159058 3.530083 0.010 0.001 -0.042
C -2.814971 2.819386 3.268724 0.035 0.027 0.002
C -2.664811 3.980097 4.270935 -0.041 -0.027 -0.007
O -1.387355 4.618932 4.221226 0.050 0.020 0.015
C -2.818731 3.460720 1.875546 -0.069 -0.054 -0.121
Se -3.069847 2.350501 0.257094 0.113 -0.252 -0.302
C -1.633521 1.861023 3.532845 -0.063 -0.098 -0.059
Se -1.847714 -0.079747 3.216406 0.039 -0.121 0.243
H -3.677733 0.716281 4.701768 -0.030 -0.018 -0.017
H -4.945009 2.931007 3.528391 -0.017 -0.014 0.000
H -4.378155 1.468981 2.708549 0.001 0.002 -0.002
H -2.870703 3.605821 5.278256 0.016 -0.001 0.011
H -3.391432 4.762069 4.041668 0.000 -0.003 0.000
H -0.737886 3.986508 4.545400 -0.033 0.003 0.001
H -1.898713 4.035986 1.759585 0.017 0.056 0.003
H -3.640376 4.180570 1.841751 0.064 0.012 0.017
H -1.375386 1.912106 4.592756 0.011 0.027 0.008
H -0.755389 2.186191 2.975611 0.001 0.042 0.017
C 1.707630 4.806548 1.003742 -0.050 -0.019 0.085
N 1.518090 3.565686 0.279303 0.021 -0.034 0.071
C 0.543835 2.662234 0.421244 -0.019 -0.103 0.196
N 0.805476 1.588928 -0.297686 -0.149 0.088 -0.360
C 1.979655 1.913803 -0.903264 0.049 0.028 0.218
N 2.463231 3.086464 -0.564919 -0.069 0.074 -0.204
C 0.743880 5.925098 0.676025 0.024 0.023 -0.010
C 1.007231 7.174147 1.233638 -0.081 -0.024 0.061
C 0.130311 8.230377 1.054012 0.036 0.024 -0.018
C -1.013254 8.063733 0.289306 -0.023 0.011 -0.040
C -1.255436 6.832818 -0.303029 0.027 -0.045 0.014
C -0.388988 5.759137 -0.100742 0.116 0.023 -0.163
C -2.434985 6.642260 -1.142470 -0.036 -0.004 0.167
N -3.547785 7.293273 -1.148963 0.134 0.072 -0.036
N -4.347332 6.683528 -2.102044 -0.153 -0.183 -0.042
C -3.663616 5.701466 -2.575984 0.076 0.123 -0.056
O -2.426791 5.624663 -2.030700 -0.081 -0.045 -0.070
C -4.039268 4.688201 -3.560816 0.168 -0.104 0.103
C -5.366165 4.294345 -3.676594 -0.078 0.076 0.007
C -5.695323 3.249583 -4.519749 -0.083 -0.017 -0.008
C -4.705400 2.584714 -5.226518 0.033 -0.042 -0.013
C -3.376115 2.980698 -5.127338 0.013 -0.017 0.074
C -2.340517 2.245733 -5.934666 -0.124 0.068 -0.155
N -1.160924 1.832710 -5.186304 0.027 0.095 0.130
C -0.935817 1.722657 -3.866478 -0.061 -0.002 0.080
N 0.201955 1.083445 -3.657851 0.166 0.142 -0.092
C 0.644036 0.835494 -4.915929 0.036 0.103 -0.004
N -0.142692 1.273993 -5.872582 -0.070 -0.140 0.061
C -3.049229 4.049331 -4.301822 -0.055 -0.052 0.052
H 2.728983 5.126523 0.808487 0.019 -0.065 -0.038
H 1.629102 4.578354 2.069844 0.013 0.055 0.004
H -0.328338 2.803894 1.040149 -0.028 0.041 -0.035
H 2.498983 1.259763 -1.581342 -0.018 -0.011 -0.038
H 1.902453 7.314528 1.829044 -0.007 -0.001 0.015
H 0.346311 9.191647 1.500922 -0.014 -0.004 0.017
H -1.711123 8.874700 0.131624 0.009 0.011 0.007
H -0.611370 4.813349 -0.579611 -0.039 -0.058 0.101
H -6.119885 4.792414 -3.082338 0.014 0.003 0.015
H -6.725021 2.927690 -4.602906 0.003 0.010 -0.004
H -4.967712 1.744026 -5.859477 0.009 0.020 0.004
H -1.988987 2.844516 -6.775593 0.038 0.030 0.032
H -2.791500 1.341810 -6.349150 0.036 0.039 -0.034
H -1.592743 2.107720 -3.093484 0.045 -0.040 -0.114
H 1.575258 0.336188 -5.128442 0.006 -0.011 -0.022
H -2.019435 4.368363 -4.196577 -0.002 0.008 -0.010
```
Forces are in eV/Å.

Computed properties:
Energy, hartree: -8712.0891
HOMO level, eV: -5.811
Orbital gap, eV: 5.09
Maximum force, eV Å⁻¹: 2.5
Spin multiplicity: 1
Energy relative to the best compared isomer or geometry (same formula, charge and spin), kJ/mol: 0.0
Net charge: 0

=====

Record 2
# C2H3N3O

C2H3N3O in the gas phase (ωB97M-V/def2-TZVPD, the OMol25 dataset).

XYZ file:
```
9
Properties=species:S:1:pos:R:3:forces:R:3
O -1.931176 -0.381090 0.127470 0.257 0.066 -0.006
C -0.634071 -0.057312 0.065258 0.313 -0.451 -0.181
N 0.247287 -0.968974 -0.315357 -0.164 -0.338 -0.080
C 1.424618 -0.335532 -0.278339 0.449 0.695 0.159
N 1.537295 0.916590 0.074549 -3.410 0.572 0.630
N -0.172957 1.135315 0.362571 1.340 -0.800 -0.429
H -1.948092 -1.312603 -0.152302 -0.198 0.214 0.094
H 2.369064 -0.829016 -0.539082 -0.387 0.165 0.083
H -0.891964 1.832624 0.655230 1.800 -0.124 -0.269
```
Forces are in eV/Å.

Computed properties:
Energy, hartree: -317.4684
HOMO level, eV: -9.928
Orbital gap, eV: 10.42
Maximum force, eV Å⁻¹: 3.5
Spin multiplicity: 1
Energy relative to the best compared isomer or geometry (same formula, charge and spin), kJ/mol: 167.9
Net charge: 0

=====

Record 3
# C5H10O

C5H10O in the gas phase (ωB97M-V/def2-TZVPD, the OMol25 dataset).

XYZ file:
```
16
Properties=species:S:1:pos:R:3:forces:R:3
C 0.743822 0.108829 0.987652 0.026 -0.031 0.053
C 1.161676 0.662410 -0.377432 0.014 -0.022 -0.006
C 0.432070 -0.156854 -1.437824 0.283 -0.072 -0.083
O -0.966616 0.008813 -1.327519 -0.025 -0.018 -0.047
C -1.433948 -0.519403 -0.102116 -0.113 -0.108 0.221
C -0.783427 0.149871 1.109062 -0.013 0.029 -0.008
H 1.217652 0.650083 1.813721 -0.072 -0.031 -0.122
H 1.082192 -0.935911 1.051557 -0.035 0.139 0.053
H 0.878182 1.721018 -0.452967 0.023 -0.187 -0.093
H 2.245601 0.598199 -0.529092 -0.131 -0.042 0.060
H 0.694875 -1.219609 -1.285372 -0.089 0.077 -0.038
H 0.710267 0.081481 -2.466982 -0.055 0.241 0.144
H -1.222569 -1.602936 -0.081860 -0.051 0.106 0.044
H -2.519374 -0.383228 -0.095494 0.149 -0.016 -0.004
H -1.119776 -0.355289 2.022916 0.046 0.061 -0.125
H -1.120628 1.192525 1.171751 0.041 -0.126 -0.049
```
Forces are in eV/Å.

Computed properties:
Energy, hartree: -271.7403
HOMO level, eV: -9.566
Orbital gap, eV: 10.74
Maximum force, eV Å⁻¹: 0.3
Spin multiplicity: 1
Energy relative to the best compared isomer or geometry (same formula, charge and spin), kJ/mol: 32.4
Net charge: 0

=====

Record 4
# C2H10NOS2

2 unconnected molecules or ions with the total composition C2H10NOS2 (ωB97M-V/def2-TZVPD, the OMol25 dataset).

XYZ file:
```
16
Properties=species:S:1:pos:R:3:forces:R:3
C -1.388947 -1.128954 0.450901 0.212 0.280 0.229
O -0.682299 -0.708525 1.592853 0.118 -0.069 0.003
C -2.404147 -0.031919 0.199343 -0.004 0.091 0.140
N -3.244547 -0.394387 -0.992561 -0.061 -0.196 -0.225
H -1.887226 -2.083713 0.638123 -0.061 -0.140 -0.130
H -0.716960 -1.203203 -0.409444 -0.034 -0.171 -0.083
H 0.153840 -1.191639 1.646388 -0.135 0.020 0.016
H -3.081409 0.102984 1.038344 -0.016 -0.080 0.079
H -1.914414 0.919731 0.004631 0.033 -0.030 -0.146
H -3.793295 -1.242669 -0.806897 0.036 0.207 -0.040
H -2.669311 -0.586809 -1.818685 0.038 0.038 0.088
H -3.885356 0.358691 -1.244901 -0.101 -0.004 0.046
S 2.003343 -0.256058 -0.902565 0.010 0.168 0.164
S 1.773634 1.459965 0.240239 -0.048 -0.146 -0.215
H 3.004725 -0.810742 -0.201170 -0.006 -0.043 -0.026
H 0.812608 0.980352 1.043637 0.019 0.074 0.101
```
Forces are in eV/Å.

Computed properties:
Energy, hartree: -1008.2987
HOMO level, eV: -12.560
Orbital gap, eV: 8.57
Maximum force, eV Å⁻¹: 0.4
Spin multiplicity: 1
Energy relative to the best compared isomer or geometry (same formula, charge and spin), kJ/mol: 104.8
Net charge: +1